Record 1
DFT (the ωB97M-V functional and the def2-TZVPD basis) results for C39H36ClCrN3Si2 as an isolated structure in a non-equilibrium geometry.

XYZ file:
```
82
C39H36ClCrN3Si2 | the Open Molecules 2025 dataset | the ωB97M-V functional and the def2-TZVPD basis
C 1.1700 1.5940 -0.6349
C 0.2758 2.0008 -1.6767
C -0.7306 2.8370 -1.0892
H 0.4254 1.8458 -2.7469
C -0.4293 2.9497 0.3148
C 0.7297 2.1731 0.5878
H 1.2666 2.1593 1.5347
H 2.1135 1.0647 -0.7757
H -1.4986 3.3695 -1.6402
H -0.8992 3.6168 1.0330
Cr -1.0133 0.8430 -0.2503
Si -4.3084 3.4619 -1.4735
C -5.3740 3.0087 -2.9680
C -6.7083 2.5942 -2.8555
H -7.1950 2.5261 -1.8707
C -7.4276 2.2231 -3.9971
H -8.4314 1.8013 -3.8996
C -6.8461 2.3827 -5.2547
H -7.4013 2.0928 -6.1495
C -5.5598 2.9159 -5.3725
H -5.1144 3.0733 -6.3573
C -4.8287 3.2437 -4.2294
H -3.8221 3.6575 -4.3115
C -5.6040 4.6860 -0.8156
C -6.0898 5.6963 -1.6708
H -5.5128 5.9746 -2.5530
C -7.3429 6.2813 -1.4601
H -7.7587 6.9831 -2.1905
C -8.0841 5.9620 -0.3136
H -9.0741 6.3956 -0.1525
C -7.5332 5.0930 0.6318
H -8.0716 4.8651 1.5574
C -6.2863 4.4930 0.3893
H -5.8674 3.8314 1.1411
H -3.1149 4.1869 -1.9220
Si -5.9049 0.0714 -1.2004
C -5.1677 1.2285 0.0767
C -3.9628 2.1057 -0.2157
H -3.1349 1.4422 -0.5725
C -3.4685 2.9891 0.8443
H -2.8172 3.8330 0.5635
C -3.8229 2.7707 2.1520
H -3.3117 3.3480 2.9361
C -4.8320 1.8290 2.4346
H -5.1378 1.7110 3.4745
C -5.4668 1.0794 1.4354
H -6.1798 0.3092 1.7386
C -4.9751 -0.0425 -2.8577
C -3.7260 0.4976 -3.2420
H -3.1785 1.1292 -2.5386
C -3.1890 0.2970 -4.5135
H -2.1802 0.6590 -4.7526
C -3.9634 -0.3365 -5.4919
H -3.5508 -0.4809 -6.4936
C -5.2395 -0.8127 -5.1611
H -5.8760 -1.2707 -5.9240
C -5.7154 -0.7159 -3.8546
H -6.6965 -1.1433 -3.6196
H -6.2966 -1.1699 -0.6651
Cl -2.8649 -0.8037 -0.2187
N 1.1947 -1.5780 0.6016
C 0.3251 -1.3102 1.6837
C 0.4069 -2.1692 2.7881
C -0.4101 -1.9169 3.8797
C -1.2718 -0.8113 3.8100
C -1.3488 -0.0558 2.6499
N -0.5505 -0.3049 1.5773
C 0.7074 -1.8188 -0.6997
C 1.1019 -3.0054 -1.3253
C 0.6212 -3.2658 -2.5974
C -0.2317 -2.3111 -3.1860
C -0.5764 -1.1645 -2.4919
N -0.1277 -0.9365 -1.2369
H 1.8948 -2.2723 0.8553
H 1.1129 -3.0010 2.7012
H -0.3620 -2.5612 4.7519
H -1.9028 -0.5342 4.6488
H -2.0598 0.7639 2.5115
H 1.7572 -3.6662 -0.7556
H 0.9061 -4.1752 -3.1239
H -0.6382 -2.4375 -4.1876
H -1.2516 -0.4043 -2.8913
```

Properties
LUMO (alpha / beta) in eV: -3.9 / -3.2
⟨S²⟩: 3.858
Multiplicity: 4
Largest force on an atom in eV/A: 4.3
Energy in eV: -102188.786
Net charge: +1
Energy relative to the best compared isomer or geometry (same formula, charge and spin) in kJ/mol: 229.4
Kohn-Sham gap (alpha / beta) in Ha: 0.1673 / 0.1922
HOMO (alpha / beta) in eV: -8.425 / -8.439

Atomic partial charges in e from the Löwdin method, atoms 1 to 2: C -0.1036; C -0.1213

Record 2
DFT (the ωB97M-V functional and the def2-TZVPD basis) results for C39H36ClN3Si2Ti as an isolated structure in a non-equilibrium geometry.

XYZ file:
```
82
C39H36ClN3Si2Ti | the Open Molecules 2025 dataset | the ωB97M-V functional and the def2-TZVPD basis
C -1.8149 -0.4970 4.9686
C -2.5643 -0.0445 3.8223
C -2.4815 -1.0647 2.8115
H -3.1723 0.8578 3.7641
C -1.6925 -2.1463 3.3353
C -1.2953 -1.7971 4.6665
H -0.7883 -2.4590 5.3730
H -1.7805 -0.0074 5.9426
H -2.9865 -1.0606 1.8492
H -1.5100 -3.0936 2.8296
Ti -0.4087 -0.2617 3.2641
Si 0.0774 -0.1260 0.6036
C -0.7217 1.3682 -0.1808
C -0.0463 2.1180 -1.1585
H 0.9326 1.7908 -1.4888
C -0.6396 3.2365 -1.7329
H -0.1118 3.7819 -2.5187
C -1.9172 3.6266 -1.3224
H -2.3861 4.4955 -1.7823
C -2.5832 2.9097 -0.3251
H -3.5671 3.2180 0.0273
C -2.0030 1.7623 0.2285
H -2.5444 1.1753 0.9739
C -0.5663 -1.6862 -0.2089
C -1.7170 -1.6487 -1.0153
H -2.1795 -0.6937 -1.2671
C -2.2809 -2.8448 -1.4737
H -3.1857 -2.8128 -2.0838
C -1.6988 -4.0698 -1.1327
H -2.1420 -5.0015 -1.4821
C -0.5589 -4.1106 -0.3229
H -0.1322 -5.0632 -0.0018
C 0.0421 -2.9206 0.0949
H 0.9698 -2.9306 0.6697
H 1.5120 -0.0573 0.2454
Si 2.2417 0.2789 -4.5060
C 1.5311 -1.3436 -5.0808
C 0.6255 -1.4530 -6.1538
H 0.3615 -0.5711 -6.7472
C 0.0738 -2.7000 -6.4681
H -0.6429 -2.7771 -7.2861
C 0.4527 -3.8408 -5.7546
H 0.0123 -4.8084 -5.9924
C 1.4358 -3.7448 -4.7649
H 1.7955 -4.6374 -4.2541
C 1.9916 -2.5065 -4.4405
H 2.7989 -2.4380 -3.7052
C 1.1163 1.6151 -5.1530
C -0.2108 1.6775 -4.7048
H -0.6031 0.9151 -4.0256
C -1.0429 2.7207 -5.1311
H -2.0560 2.7784 -4.7415
C -0.5754 3.6670 -6.0441
H -1.2245 4.4808 -6.3605
C 0.7188 3.5523 -6.5612
H 1.0730 4.2641 -7.3083
C 1.5636 2.5258 -6.1357
H 2.5674 2.4033 -6.5601
H 3.6834 0.4133 -4.8650
Cl 2.3917 0.2893 -2.4422
N 1.4221 0.7948 5.8228
C 1.9218 -0.3916 5.2786
C 2.9832 -1.0091 5.9521
C 3.4166 -2.2514 5.5113
C 2.7809 -2.8347 4.4034
C 1.7561 -2.1723 3.7625
N 1.3439 -0.9323 4.1807
C 0.6977 1.8402 5.2407
C 0.7341 3.0744 5.9059
C -0.0534 4.1117 5.4298
C -0.8231 3.8941 4.2768
C -0.7553 2.6853 3.6143
N -0.0181 1.6385 4.1074
H 1.9102 1.0750 6.6703
H 3.4081 -0.4807 6.8047
H 4.2323 -2.7576 6.0217
H 3.0906 -3.8171 4.0421
H 1.2494 -2.5953 2.8984
H 1.3735 3.1491 6.7846
H -0.0662 5.0678 5.9458
H -1.4760 4.6795 3.8934
H -1.2648 2.5276 2.6672
```

Properties
LUMO (alpha / beta) in eV: -0.2 / -0.1
⟨S²⟩: 2.020
Multiplicity: 3
Largest force on an atom in eV/A: 2.2
Energy in eV: -96891.596
Energy relative to the best compared isomer or geometry (same formula, charge and spin) in kJ/mol: 0.0
Kohn-Sham gap (alpha / beta) in Ha: 0.1799 / 0.2296
HOMO (alpha / beta) in eV: -5.060 / -6.377

Atomic partial charges in e from the Löwdin method, atoms 1 to 2: C -0.1965; C -0.1977

Record 3
DFT (the ωB97M-V functional and the def2-TZVPD basis) results for C39H36N2O4PtS2 as an isolated structure in a non-equilibrium geometry.

XYZ file:
```
84
C39H36N2O4PtS2 | the Open Molecules 2025 dataset | the ωB97M-V functional and the def2-TZVPD basis
Pt 1.4637 0.9247 -1.1334
C 4.3838 -1.2378 -1.6242
C 4.4380 0.2460 -1.6999
N 3.4212 1.0849 -1.6460
C 3.8152 2.3994 -1.8821
C 5.1427 2.5578 -2.0649
S 5.9200 1.0410 -1.9822
C 2.7282 3.3525 -2.0348
C 2.7495 4.6636 -2.3655
S 1.1576 5.2149 -2.6312
C 0.5240 3.6759 -2.2739
N 1.4575 2.8046 -1.9570
C -0.9254 3.3849 -2.4598
H 3.4838 -1.5583 -1.1121
H 5.2617 -1.6270 -1.1098
H 4.3884 -1.6433 -2.6383
H 5.6854 3.4659 -2.2679
H 3.6030 5.3090 -2.4896
H -1.4992 4.3081 -2.5114
H -1.3211 2.7724 -1.6606
H -1.0576 2.8464 -3.4007
C -0.3810 -2.0074 4.3300
C -1.2105 -1.6382 3.1223
C -2.6823 -1.8782 3.2905
O -0.7635 -2.2192 1.9417
C 0.2690 -1.4058 1.4263
C -0.1489 -0.0351 1.8752
O -0.9256 -0.1543 2.8701
C -1.1112 1.2938 0.3749
O -0.5103 0.7912 -0.6176
C -0.7053 2.6509 0.8872
C 0.6187 2.9973 1.1769
C 0.9608 4.2918 1.5197
C -0.0167 5.2783 1.5801
C -1.3324 4.9573 1.2833
C -1.6780 3.6586 0.9445
C -2.5651 0.9893 0.4071
C -3.3403 1.1912 1.5539
C -4.7082 1.0042 1.5112
C -5.3227 0.6323 0.3192
C -4.5633 0.4569 -0.8305
C -3.1909 0.6323 -0.7906
C 0.7006 -1.7914 -0.0059
O 1.7296 -0.9227 -0.3843
C -0.3821 -1.8957 -1.0933
C -1.7077 -2.2649 -0.8564
C -2.5440 -2.6034 -1.9081
C -2.0848 -2.5253 -3.2158
C -0.7806 -2.1157 -3.4680
C 0.0615 -1.8031 -2.4159
C 1.3242 -3.2013 0.1567
C 0.6695 -4.3755 -0.1885
C 1.2837 -5.6062 0.0137
C 2.5493 -5.6753 0.5725
C 3.2057 -4.5053 0.9287
C 2.5992 -3.2768 0.7189
H -0.5138 -3.0709 4.5199
H -0.7111 -1.4465 5.2028
H 0.6794 -1.8108 4.1715
H -2.8383 -2.9404 3.4721
H -3.2272 -1.5802 2.3966
H -3.0617 -1.3237 4.1480
H 1.2073 -1.5377 2.0026
H 0.6157 0.7261 2.0112
H 1.4189 2.2672 1.1042
H 1.9905 4.5294 1.7511
H 0.2470 6.2890 1.8616
H -2.1017 5.7164 1.3241
H -2.7079 3.4401 0.7051
H -2.8726 1.5069 2.4784
H -5.3015 1.1595 2.4022
H -6.3957 0.4991 0.2845
H -5.0441 0.2002 -1.7648
H -2.6023 0.5160 -1.6910
H -2.0671 -2.3251 0.1592
H -3.5619 -2.9152 -1.7123
H -2.7378 -2.7864 -4.0383
H -0.4212 -2.0742 -4.4879
H 1.0918 -1.5269 -2.5934
H -0.3269 -4.3581 -0.6070
H 0.7626 -6.5128 -0.2635
H 3.0237 -6.6345 0.7303
H 4.1928 -4.5499 1.3703
H 3.1265 -2.3666 0.9780
```

Properties
LUMO in eV: -8.1
Largest force on an atom in eV/A: 4.3
Energy in eV: -77099.685
Net charge: +2
Energy relative to the best compared isomer or geometry (same formula, charge and spin) in kJ/mol: 0.0
Kohn-Sham gap in Ha: 0.1905
HOMO in eV: -13.309

Atomic partial charges in e from the Löwdin method, atoms 1 to 2: Pt 1.2398; C -0.0465

Record 4
DFT (the ωB97M-V functional and the def2-TZVPD basis) results for C39H37AsF4N6S3Tl as an isolated structure in a non-equilibrium geometry.

XYZ file:
```
91
C39H37AsF4N6S3Tl | the Open Molecules 2025 dataset | the ωB97M-V functional and the def2-TZVPD basis
Tl -0.9917 -1.0125 -0.8176
C -1.1442 -1.5450 2.8320
N -0.1279 -1.4636 1.7863
C 0.9706 -0.6188 2.2331
C 0.3778 -2.7763 1.4029
C -0.6913 -3.7434 0.8801
N -1.7774 -3.0502 0.2277
C -2.6917 -3.7281 -0.4965
C -3.7047 -2.9965 -1.1634
F -3.6472 -1.6525 -1.0994
C -4.7075 -3.5807 -1.8963
F -5.6251 -2.8040 -2.4772
C -4.7880 -4.9544 -2.0255
C -3.8237 -5.7055 -1.3805
F -3.8678 -7.0364 -1.4744
C -2.8087 -5.1315 -0.6440
F -1.9475 -5.9556 -0.0268
H -0.7412 -1.9823 3.7568
H -1.9857 -2.1395 2.4870
H -1.4981 -0.5407 3.0608
H 1.4730 -1.0406 3.1157
H 0.5825 0.3660 2.4939
H 1.7066 -0.5134 1.4355
H 0.8982 -3.2572 2.2443
H 1.1133 -2.6019 0.6104
H -1.1074 -4.3275 1.7078
H -0.1855 -4.4520 0.2164
H -5.5688 -5.4265 -2.6023
S -1.4937 1.0180 -2.5629
C -2.6604 2.0586 -1.7772
C -3.7669 2.4690 -2.5287
C -4.6824 3.3591 -2.0037
C -4.5228 3.8237 -0.7044
C -3.4461 3.4025 0.0569
C -2.4830 2.5414 -0.4669
As -1.0632 1.7979 0.6342
C 0.4860 2.9114 0.2255
C 0.6751 3.4976 -1.0191
C 1.8196 4.2398 -1.2717
C 2.7780 4.4145 -0.2836
C 2.6040 3.8166 0.9578
C 1.4688 3.0545 1.2044
C -1.6329 2.5329 2.3582
C -1.1580 3.7055 2.9339
C -1.7481 4.2004 4.0898
C -2.8076 3.5305 4.6822
C -3.2760 2.3503 4.1206
C -2.6907 1.8577 2.9660
H -3.8826 2.0834 -3.5328
H -5.5270 3.6836 -2.5968
H -5.2411 4.5117 -0.2785
H -3.3420 3.7768 1.0660
H -0.0645 3.3636 -1.7969
H 1.9607 4.6919 -2.2449
H 3.6576 5.0136 -0.4791
H 3.3521 3.9503 1.7300
H 1.3395 2.5789 2.1713
H -0.3475 4.2558 2.4745
H -1.3824 5.1227 4.5226
H -3.2773 3.9307 5.5708
H -4.0986 1.8170 4.5789
H -3.0825 0.9579 2.5023
S -0.3412 -3.3451 -2.6813
C 0.0217 -2.4825 -4.0678
N 0.3193 -3.1693 -5.2221
C 0.7100 -2.5478 -6.3543
C 0.8038 -1.1921 -6.3735
C 0.4091 -0.5201 -5.1990
N 0.0273 -1.1378 -4.1093
H 0.2334 -4.1753 -5.1903
H 0.9291 -3.1727 -7.2083
H 1.1304 -0.6612 -7.2531
H 0.4031 0.5646 -5.1548
N 3.3425 -1.8008 -0.2939
C 2.9749 -0.5215 -0.4267
S 1.7215 -0.0720 -1.4732
N 3.6185 0.4151 0.2761
C 4.7984 0.2251 1.0523
C 5.9398 -0.3228 0.4768
C 7.0849 -0.4791 1.2425
C 7.0853 -0.1128 2.5809
C 5.9442 0.4352 3.1489
C 4.8011 0.6145 2.3860
H 2.8620 -2.4970 -0.8364
H 4.0765 -2.0787 0.3394
H 3.2114 1.3421 0.2429
H 5.9275 -0.6015 -0.5696
H 7.9842 -0.8733 0.7886
H 7.9732 -0.2520 3.1823
H 5.9446 0.7211 4.1923
H 3.9082 1.0483 2.8195
```

Properties
LUMO (alpha / beta) in eV: -4.2 / -4.2
Largest force on an atom in eV/A: 2.0
Energy in eV: -158885.573
Net charge: +1
Kohn-Sham gap (alpha / beta) in Ha: 0.1963 / 0.1963
HOMO (alpha / beta) in eV: -9.533 / -9.534

Atomic partial charges in e from the Löwdin method, atoms 1 to 2: Tl 0.6544; C -0.0638

Record 5
DFT (the ωB97M-V functional and the def2-TZVPD basis) results for a 2-piece molecular cluster, C39H37BF6N2O4 overall in a non-equilibrium geometry.

XYZ file:
```
89
C39H37BF6N2O4 | the Open Molecules 2025 dataset | the ωB97M-V functional and the def2-TZVPD basis
C 9.0787 -1.9181 -2.3270
C 8.0028 -0.9577 -2.1597
C 7.9893 0.4278 -2.1583
C 6.6136 0.7906 -2.0548
C 5.8659 -0.3786 -1.9994
B 4.3386 -0.7467 -2.3094
O 3.8134 -1.5431 -1.1822
C 2.5368 -1.9804 -1.5611
C 2.1675 -1.4522 -2.9847
C 0.7650 -1.8373 -3.3601
C 3.2663 -2.0533 -3.9108
O 4.5215 -1.5107 -3.5736
C 2.3295 0.1050 -3.0586
O 3.5696 0.5023 -2.5179
O 6.7246 -1.4497 -2.0488
H 10.0329 -1.3883 -2.3566
H 9.1087 -2.6387 -1.5007
H 8.9966 -2.4456 -3.2890
H 8.8391 1.1124 -2.2141
H 6.1963 1.7899 -2.0452
H 2.5084 -3.0873 -1.5796
H 1.8018 -1.6278 -0.8199
H 0.5362 -1.4439 -4.3573
H 0.6568 -2.9291 -3.3451
H 0.0719 -1.3946 -2.6334
H 3.2957 -3.1552 -3.7869
H 3.0196 -1.8389 -4.9664
H 2.2464 0.4146 -4.1234
H 1.5135 0.5886 -2.4907
F -1.5254 -2.1031 7.4719
C -1.2175 -2.5972 6.2444
F -0.0201 -2.0495 5.8536
F -0.9742 -3.9460 6.3862
C -2.2873 -2.3708 5.2162
N -1.8450 -2.9278 3.9463
C -2.3029 -4.2282 3.6520
C -3.6600 -4.5449 3.8351
C -4.1120 -5.8414 3.6043
C -3.1984 -6.8606 3.3236
C -1.8313 -6.5739 3.2245
C -1.3937 -5.2530 3.3132
C -1.1272 -2.1599 3.0514
C -0.7724 -2.6790 1.7824
C -0.1319 -1.8970 0.8377
C 0.1788 -0.5285 1.0829
C 0.7917 0.3507 0.0841
C 0.0159 1.4152 -0.4512
C 0.5714 2.6360 -0.9440
C -0.2452 3.6883 -1.3201
C -1.6593 3.6011 -1.1921
N -2.4871 4.6864 -1.3584
C -1.9165 5.9976 -1.6631
C -1.7029 6.7139 -0.3670
F -1.1195 7.9297 -0.4849
F -2.9061 6.8924 0.2823
F -0.9363 5.9539 0.4840
C -3.8914 4.6392 -1.2300
C -4.5141 4.1617 -0.0552
C -5.8674 4.4243 0.1772
C -6.6588 4.9155 -0.8618
C -6.0703 5.3069 -2.0704
C -4.6873 5.2291 -2.2265
C -2.2181 2.3448 -0.8684
C -1.4111 1.2855 -0.5220
C -0.2449 -0.0036 2.3360
C -0.8114 -0.7981 3.3137
H -3.1640 -2.9277 5.5507
H -2.4870 -1.3065 5.1171
H -4.3465 -3.7670 4.1684
H -5.1849 -6.0410 3.6710
H -3.5677 -7.8738 3.1701
H -1.1025 -7.3683 3.0657
H -0.3395 -4.9944 3.1658
H -1.0457 -3.7038 1.5203
H 0.0483 -2.3401 -0.1483
H 1.8697 0.3402 -0.0776
H 1.6521 2.7463 -1.0011
H 0.2283 4.5914 -1.7012
H -0.9682 5.8668 -2.1759
H -2.6288 6.5790 -2.2524
H -3.9210 3.6269 0.6876
H -6.2980 4.2302 1.1631
H -7.7378 4.9953 -0.7379
H -6.6747 5.6989 -2.8874
H -4.2025 5.6221 -3.1192
H -3.2996 2.2242 -0.8480
H -1.8800 0.3202 -0.3157
H -0.1234 1.0605 2.5385
H -1.0444 -0.3432 4.2734
```

Properties
LUMO in eV: -2.8
Largest force on an atom in eV/A: 3.1
Energy in eV: -69194.004
Energy relative to the best compared isomer or geometry (same formula, charge and spin) in kJ/mol: 15.1
Kohn-Sham gap in Ha: 0.1093
HOMO in eV: -5.771

Atomic partial charges in e from the Löwdin method, atoms 1 to 2: C -0.0470; C -0.3510